A structure of composition C33H42As2MnNSSi2Te, computed with wB97M-V/def2-TZVPD.

The value obtained for the highest occupied orbital energy (alpha / beta) is -6.7 / -6.8 eV. Its relative energy (zero: lowest compared OMol25 entry of this formula, charge and spin) is 0.907 eV. As for the charge: 0. As for the frontier orbital gap (alpha / beta): 6.7 / 6.8 eV. The calculation puts the LUMO energy (alpha / beta) at -0.01 / -0.03 eV. Its spin multiplicity is 5.

Each line ends with the Löwdin charge.
Positions of all 83 atoms, in Å:
Te1 -0.701 0.888 2.146  0.811
As1 0.887 3.051 -0.846  1.100
As2 -2.142 1.661 -1.144  1.086
Mn1 -0.085 -0.465 -0.074  0.152
S1 -4.222 -2.740 0.026  1.096
Si1 0.662 -2.875 -0.078  0.536
Si2 2.437 -0.335 -0.215  0.469
N1 -2.034 -1.477 -0.448  -0.102
C1 -2.806 -1.898 0.506  -0.489
C2 -2.631 -1.898 -4.067  -0.067
C3 0.183 -0.015 3.830  -0.650
C4 -0.123 0.489 5.092  -0.176
C5 1.041 3.825 -2.650  -0.302
C6 -0.705 4.062 -0.316  -0.441
C7 -1.980 -1.497 -2.921  -0.053
C8 2.514 -3.140 0.105  -0.325
C9 3.101 0.751 1.183  -0.228
C10 -1.746 6.067 0.544  -0.080
C11 -2.998 5.504 0.361  -0.081
C12 1.308 -1.149 6.125  -0.104
C13 -4.422 -2.915 -2.792  -0.075
C14 -0.611 5.350 0.202  -0.106
C15 -1.968 3.489 -0.481  -0.441
C16 3.117 -4.392 0.265  -0.101
C17 -3.843 -2.601 -4.002  -0.073
C18 2.272 4.141 0.004  -0.319
C19 3.307 -1.998 0.017  -0.326
C20 5.287 -3.370 0.249  -0.091
C21 -3.105 4.222 -0.151  -0.111
C22 0.140 -3.826 -1.637  -0.203
C23 3.124 0.284 -1.873  -0.225
C24 -3.902 1.202 -0.430  -0.292
C25 4.492 -4.510 0.339  -0.093
C26 -2.559 -1.811 -1.690  -0.366
C27 -0.199 -3.756 1.367  -0.193
C28 0.434 -0.077 6.229  -0.102
C29 -2.713 2.026 -2.986  -0.286
C30 1.628 -1.646 4.870  -0.091
C31 4.700 -2.131 0.088  -0.097
C32 1.070 -1.082 3.733  -0.178
C33 -3.767 -2.509 -1.630  -0.467
H1 -0.042 -3.285 2.338  0.014
H2 1.989 3.515 -3.092  0.016
H3 -4.677 1.857 -0.828  0.027
H4 -1.651 7.064 0.954  0.104
H5 2.091 4.182 1.077  0.032
H6 -0.802 1.327 5.188  0.080
H7 4.951 -5.482 0.463  0.099
H8 0.438 -3.330 -2.560  0.023
H9 -3.209 1.136 -3.374  0.012
H10 -2.198 -1.668 -5.031  0.110
H11 4.156 0.980 1.002  0.031
H12 -4.328 -2.903 -4.920  0.107
H13 -3.865 1.268 0.657  0.025
H14 0.224 -4.764 1.420  0.031
H15 0.358 5.808 0.349  0.085
H16 -5.356 -3.459 -2.751  0.112
H17 0.642 -4.797 -1.612  0.028
H18 1.347 -1.469 2.757  0.064
H19 3.230 3.650 -0.166  0.020
H20 -1.038 -0.961 -2.968  0.109
H21 2.508 -5.288 0.332  0.097
H22 -1.272 -3.870 1.212  0.005
H23 1.742 -1.587 7.014  0.096
H24 -0.933 -4.015 -1.687  0.018
H25 -4.133 0.182 -0.727  -0.003
H26 0.228 3.453 -3.273  0.001
H27 -4.090 3.790 -0.273  0.086
H28 0.184 0.324 7.203  0.099
H29 -3.891 6.058 0.624  0.104
H30 2.832 1.298 -2.135  -0.028
H31 2.309 5.149 -0.408  0.022
H32 6.365 -3.457 0.307  0.099
H33 -2.579 -1.697 1.545  0.064
H34 0.992 4.912 -2.610  0.026
H35 2.319 -2.475 4.773  0.103
H36 -3.403 2.869 -2.995  0.030
H37 2.556 1.684 1.311  -0.028
H38 4.217 0.258 -1.817  0.025
H39 2.828 -0.370 -2.695  0.022
H40 -1.851 2.252 -3.611  0.008
H41 5.333 -1.252 0.025  0.099
H42 3.032 0.210 2.128  0.017

---

A structure of composition C33H42FeN12O, computed with wB97M-V/def2-TZVPD.

The value obtained for the highest occupied orbital energy (alpha / beta) is -9.2 / -9.3 eV. As for the charge: +1. As for the frontier orbital gap (alpha / beta): 7.8 / 7.0 eV. The calculation puts the LUMO energy (alpha / beta) at -1.45 / -2.22 eV. Its spin multiplicity is 6.

Each line ends with the Löwdin charge.
Positions of all 89 atoms, in Å:
Fe1 0.736 0.090 0.163  0.841
O1 1.278 3.735 0.774  0.089
N1 -0.009 -2.405 1.967  -0.073
N2 -0.878 -1.141 -0.378  -0.046
N3 0.643 -1.226 1.986  0.038
N4 -1.506 1.560 3.048  -0.078
N5 -0.330 1.461 -1.187  0.042
N6 3.876 1.254 -2.928  -0.067
N7 -1.482 1.272 -1.855  -0.055
N8 2.592 -0.561 -2.922  -0.083
N9 2.620 1.908 1.013  -0.104
N10 0.444 1.836 1.785  0.155
N11 2.420 0.830 -1.048  0.045
N12 -0.148 3.191 3.662  -0.065
C1 -6.308 0.337 -1.615  -0.048
C2 -2.256 0.734 2.129  -0.013
C3 3.563 -0.815 -3.974  -0.109
C4 -3.822 0.757 -1.648  0.008
C5 -0.890 -3.350 -1.457  -0.030
C6 1.910 -1.666 -2.285  -0.030
C7 3.085 1.943 -0.345  -0.213
C8 -2.193 2.193 4.164  -0.097
C9 3.038 0.853 1.801  0.025
C10 -0.094 -1.746 4.056  -0.035
C11 -3.274 -1.612 -0.400  -0.016
C12 0.161 -4.521 0.801  0.023
C13 -2.175 -0.796 -0.735  -0.266
C14 -1.107 3.086 4.757  -0.100
C15 -0.614 -4.703 -1.435  -0.028
C16 4.137 0.572 -4.202  -0.115
C17 0.585 -0.825 3.256  -0.153
C18 0.312 2.424 -1.848  -0.134
C19 -1.561 2.087 -2.926  -0.045
C20 -0.145 -3.164 0.775  -0.142
C21 -0.420 2.851 -2.957  -0.025
C22 -2.501 0.395 -1.385  -0.131
C23 -4.576 -1.269 -0.694  -0.034
C24 -0.357 2.202 2.757  -0.323
C25 -0.463 -2.744 3.185  -0.040
C26 1.116 3.855 3.907  -0.010
C27 0.278 -6.785 -0.298  -0.046
C28 2.922 0.548 -2.225  -0.352
C29 1.417 2.619 1.229  -0.570
C30 -4.884 -0.064 -1.326  -0.277
C31 3.912 2.713 -3.023  -0.028
C32 -0.068 -5.319 -0.305  -0.269
C33 -0.650 -2.526 -0.347  -0.290
H1 -0.292 -1.692 5.112  0.101
H2 0.567 -4.951 1.711  0.126
H3 -0.163 3.610 -3.674  0.101
H4 -3.018 1.318 1.604  0.106
H5 -3.076 -2.543 0.117  0.119
H6 -1.595 0.284 1.399  0.039
H7 4.628 2.967 -3.802  0.098
H8 -6.895 -0.520 -1.946  0.080
H9 3.620 1.086 -5.018  0.129
H10 3.077 -1.218 -4.860  0.129
H11 2.815 2.922 -0.730  0.095
H12 0.885 -1.398 -2.038  0.054
H13 -0.358 -7.342 -0.985  0.079
H14 -0.816 -5.300 -2.318  0.117
H15 -5.377 -1.942 -0.407  0.117
H16 2.424 -2.002 -1.379  0.104
H17 4.326 -1.524 -3.638  0.132
H18 -6.355 1.097 -2.394  0.076
H19 -1.021 -3.653 3.334  0.135
H20 1.261 2.777 -1.495  0.068
H21 -2.547 1.442 4.870  0.127
H22 4.250 3.191 -2.113  0.076
H23 0.163 -7.215 0.697  0.079
H24 4.171 1.832 -0.366  0.139
H25 -1.473 4.070 5.044  0.128
H26 5.204 0.562 -4.416  0.129
H27 0.912 4.816 4.375  0.102
H28 -2.742 -0.070 2.681  0.103
H29 1.040 0.103 3.541  0.082
H30 -0.634 2.624 5.630  0.128
H31 2.866 0.918 2.862  0.058
H32 -4.022 1.719 -2.106  0.116
H33 2.938 3.123 -3.308  0.098
H34 -1.312 -2.893 -2.345  0.128
H35 1.876 -2.495 -2.988  0.102
H36 1.752 3.271 4.581  0.100
H37 -3.054 2.766 3.810  0.130
H38 1.644 4.051 2.980  0.073
H39 1.313 -6.945 -0.606  0.085
H40 3.883 0.289 1.437  0.075
H41 -6.796 0.743 -0.727  0.083
H42 -2.406 2.057 -3.591  0.128